(1)
Formula: C2HIN2O
Source: the Open Molecules 2025 dataset
Level of theory: ωB97M-V/def2-TZVPD

Cartesian coordinates (Å):
C1 0.459 -0.682 -2.411
C2 0.629 -1.534 0.286
N1 0.814 -1.272 -3.317
N2 0.189 -0.445 -0.127
O1 0.061 0.012 -1.398
I1 1.291 -3.191 1.053
H1 -0.178 0.334 0.506

The energy above the lowest of the compared OMol25 structures with the same formula, charge and spin is 104.3 kcal/mol. For the orbital gap (spin up / spin down), the calculation gives 5.92 / 5.91 eV. Its total charge is +2.



(2)
Formula: CH24O13
Source: the Open Molecules 2025 dataset
Level of theory: ωB97M-V/def2-TZVPD

Cartesian coordinates (Å):
O1 -14.296 -4.185 -16.224
H1 -14.709 -4.035 -15.370
H2 -14.323 -5.137 -16.347
H3 -13.396 -3.851 -16.196
O2 -12.515 -6.038 -13.081
H4 -12.883 -5.199 -12.793
H5 -11.970 -5.914 -13.862
H6 -13.190 -6.705 -13.221
O3 -17.721 -5.288 -13.773
H7 -17.272 -6.025 -14.193
H8 -17.115 -4.795 -13.216
H9 -17.995 -4.650 -14.436
O4 -12.381 -2.297 -13.675
H10 -12.985 -2.849 -13.173
H11 -12.822 -1.512 -14.010
H12 -12.106 -2.830 -14.424
C1 -14.953 -4.233 -12.562
O5 -15.774 -4.574 -11.751
O6 -13.752 -3.998 -12.277
O7 -15.289 -4.073 -13.750
O8 -18.037 -3.013 -11.936
H13 -17.193 -3.464 -11.909
H14 -18.484 -3.294 -11.137
O9 -15.135 -1.367 -14.881
H15 -15.927 -0.856 -15.050
H16 -15.451 -2.170 -14.467
O10 -16.416 -7.426 -11.809
H17 -15.657 -7.382 -12.390
H18 -16.397 -6.599 -11.326
O11 -13.799 -5.690 -8.811
H19 -13.428 -4.830 -8.613
H20 -14.357 -5.540 -9.574
O12 -15.577 -2.545 -9.864
H21 -14.848 -2.028 -10.207
H22 -15.607 -3.320 -10.425
O13 -11.667 -3.735 -10.672
H23 -10.927 -3.491 -11.228
H24 -12.428 -3.692 -11.252

The energy above the lowest of the compared OMol25 structures with the same formula, charge and spin is 35.8 kcal/mol. For the orbital gap, the calculation gives 5.93 eV. Its total charge is +2.



(3)
Formula: C4H8O2
Source: the Open Molecules 2025 dataset
Level of theory: ωB97M-V/def2-TZVPD

Cartesian coordinates (Å):
C1 0.214 -0.349 -1.892
C2 -0.712 -0.232 -0.707
O1 -0.709 -1.334 0.198
C3 -0.322 -0.043 0.678
C4 1.102 0.254 1.025
O2 1.351 -0.084 2.367
H1 1.191 -0.765 -1.634
H2 0.363 0.618 -2.381
H3 -0.248 -1.024 -2.617
H4 -1.691 0.177 -0.924
H5 -1.063 0.376 1.367
H6 1.281 1.331 0.921
H7 1.801 -0.251 0.342
H8 1.053 -1.000 2.421

The energy above the lowest of the compared OMol25 structures with the same formula, charge and spin is 47.6 kcal/mol. For the orbital gap, the calculation gives 11.29 eV. As for the SMILES: C[C@H]1O[C@H]1CO.



(4)
Formula: C4H5CuLiO
Source: the Open Molecules 2025 dataset
Level of theory: ωB97M-V/def2-TZVPD

Cartesian coordinates (Å):
C1 -0.266 -1.706 -0.305
C2 -0.414 -2.917 -0.154
H1 -0.436 -3.994 -0.153
C3 0.491 0.165 0.954
C4 0.361 1.402 0.131
O1 -0.270 1.411 -0.988
Li1 -0.153 -0.225 -2.058
H2 -0.369 0.153 1.644
H3 1.354 0.153 -0.019
H4 1.305 0.271 1.688
H5 0.349 2.336 0.722
Cu1 -1.951 2.952 -1.463

The energy above the lowest of the compared OMol25 structures with the same formula, charge and spin is 132.3 kcal/mol. For the orbital gap (spin up / spin down), the calculation gives 4.17 / 4.41 eV. Its total charge is +1.



(5)
Formula: C3H6N2O2
Source: the Open Molecules 2025 dataset
Level of theory: ωB97M-V/def2-TZVPD

Cartesian coordinates (Å):
N1 -2.111 -0.118 -0.140
C1 -0.789 -0.171 -0.089
O1 -0.196 0.863 -0.652
C2 -0.033 -1.197 0.681
O2 0.460 -0.322 1.583
C3 1.160 1.103 -0.351
N2 1.997 0.810 -1.241
H1 -2.591 0.712 -0.463
H2 -2.660 -0.901 0.180
H3 0.667 -1.763 0.020
H4 -0.761 -1.942 1.081
H5 1.277 1.565 0.628
H6 2.921 1.118 -0.944

The energy above the lowest of the compared OMol25 structures with the same formula, charge and spin is 89.4 kcal/mol. For the orbital gap, the calculation gives 8.87 eV.



(6)
Formula: C58H58F5IN3O16S
Source: the Open Molecules 2025 dataset
Level of theory: ωB97M-V/def2-TZVPD

Cartesian coordinates (Å):
C1 -7.106 -0.950 3.012
C2 -6.639 0.317 3.102
C3 -5.427 0.840 2.417
O1 -4.879 1.808 2.884
O2 -4.870 0.221 1.324
C4 -5.648 0.373 0.115
C5 -4.647 0.517 -1.042
C6 -4.571 -0.694 -1.981
C7 -4.338 -2.049 -1.250
C8 -3.679 -3.105 -2.157
C9 -2.135 -2.991 -2.242
C10 -1.402 -3.149 -0.899
C11 -0.920 -4.587 -0.574
C12 -0.195 -5.357 -1.727
S1 -2.497 -5.518 -0.253
O3 -0.181 -4.755 0.623
C13 0.756 -3.761 1.025
C14 2.147 -4.241 0.485
N1 3.281 -3.644 1.178
C15 4.311 -4.652 1.530
C16 0.732 -3.920 2.604
F1 1.604 -4.891 2.978
F2 1.036 -2.774 3.263
C17 -0.638 -4.393 3.139
C18 -0.707 -5.504 3.967
C19 -1.917 -5.948 4.480
C20 -3.116 -5.324 4.170
C21 -3.038 -4.204 3.350
C22 -4.347 -3.515 3.003
F3 -4.113 -2.333 2.405
F4 -5.168 -3.381 4.040
F5 -4.998 -4.275 2.079
C23 -1.834 -3.746 2.865
C24 0.407 -2.294 0.679
N2 1.475 -1.405 0.893
N3 -0.333 -2.088 -0.664
I1 1.015 -2.073 -2.308
C25 -1.037 -0.746 -0.582
C26 -0.677 0.301 -1.637
O4 -1.284 0.476 -2.659
O5 0.359 1.141 -1.315
C27 0.957 1.720 -2.465
C28 0.526 3.102 -2.928
O6 1.829 1.148 -3.048
H1 -7.278 -1.505 3.940
H2 -7.387 -1.462 2.089
H3 -7.153 1.013 3.765
H4 -6.293 -0.505 -0.030
H5 -6.292 1.254 0.226
H6 -4.950 1.401 -1.621
H7 -3.656 0.762 -0.635
H8 -5.516 -0.769 -2.536
H9 -3.789 -0.548 -2.741
H10 -3.832 -1.869 -0.289
H11 -5.335 -2.428 -0.988
H12 -4.039 -2.896 -3.178
H13 -4.050 -4.104 -1.926
H14 -1.815 -3.722 -2.994
H15 -1.955 -2.018 -2.724
H16 -2.153 -2.912 -0.124
H17 0.807 -5.696 -1.444
H18 -0.740 -6.270 -1.979
H19 -0.086 -4.805 -2.665
H20 -2.070 -6.798 -0.158
H21 2.225 -4.170 -0.609
H22 2.156 -5.317 0.710
H23 3.751 -2.965 0.583
H24 4.073 -5.064 2.515
H25 4.329 -5.427 0.747
H26 5.291 -4.173 1.549
H27 0.170 -6.067 4.272
H28 -1.956 -6.807 5.146
H29 -4.064 -5.694 4.549
H30 -1.887 -2.871 2.223
H31 -0.350 -2.012 1.429
H32 2.306 -1.580 0.349
H33 1.215 -0.431 0.946
H34 -0.859 -0.253 0.383
H35 -2.125 -0.855 -0.636
H36 0.300 3.093 -3.997
H37 -0.298 3.481 -2.320
H38 1.421 3.727 -2.804
C29 2.100 5.502 -7.444
C30 1.409 5.163 -8.529
C31 0.918 3.777 -8.724
O7 0.289 3.462 -9.711
C32 1.227 2.783 -7.664
C33 1.919 3.126 -6.581
C34 2.408 4.513 -6.386
O8 3.037 4.819 -5.393
H39 2.466 6.508 -7.284
H40 1.175 5.869 -9.307
H41 0.859 1.777 -7.824
H42 2.156 2.417 -5.796
C35 3.323 -0.242 7.979
C36 4.384 -0.780 7.380
C37 4.240 -1.553 6.123
O9 5.195 -2.053 5.562
C38 2.880 -1.703 5.559
C39 1.820 -1.168 6.156
C40 1.958 -0.395 7.412
O10 0.989 0.093 7.952
H43 3.403 0.326 8.897
H44 5.387 -0.681 7.775
H45 2.802 -2.270 4.641
H46 0.818 -1.267 5.760
C41 -2.477 3.841 5.500
C42 -1.737 2.884 4.948
C43 -1.239 1.738 5.745
O11 -0.562 0.867 5.232
C44 -1.598 1.696 7.185
C45 -2.339 2.655 7.737
C46 -2.837 3.802 6.940
O12 -3.513 4.673 7.441
H47 -2.849 4.685 4.935
H48 -1.467 2.896 3.900
H49 -1.227 0.854 7.751
H50 -2.612 2.644 8.784
C47 1.867 9.215 -10.367
C48 1.988 10.420 -10.916
C49 1.178 11.569 -10.439
O13 1.286 12.665 -10.938
C50 0.229 11.319 -9.324
C51 0.110 10.113 -8.777
C52 0.919 8.968 -9.255
O14 0.810 7.866 -8.752
H51 2.448 8.365 -10.702
H52 2.675 10.620 -11.729
H53 -0.352 12.168 -8.989
H54 -0.577 9.911 -7.964
C53 7.052 -0.714 0.328
C54 8.168 -0.058 0.638
C55 8.579 0.135 2.054
O15 9.591 0.734 2.336
C56 7.699 -0.436 3.105
C57 6.586 -1.093 2.789
C58 6.181 -1.280 1.382
O16 5.152 -1.878 1.112
H55 6.733 -0.863 -0.697
H56 8.821 0.364 -0.115
H57 8.013 -0.288 4.130
H58 5.929 -1.519 3.537

For the orbital gap, the calculation gives 6.30 eV. Its total charge is +1.



| no. | energy (a.u.) | molar mass (g mol⁻¹) |
| --- | --- | --- |
| 1 | -558.197895 | 195.95 |
| 2 | -1029.798039 | 244.19 |
| 3 | -307.636607 | 88.11 |
| 4 | -1878.087905 | 139.57 |
| 5 | -377.816949 | 102.09 |
| 6 | -4807.720099 | 1307.07 |